(1)
Below is a 6-piece molecular cluster, C4H19NO5 overall in a non-equilibrium geometry, with properties calculated with wB97M-V/def2-TZVPD.

Geometry as XYZ:
```
29
Properties=species:S:1:pos:R:3:forces:R:3
C 1.047396 -2.955943 -0.063087 0.136 -0.841 -2.060
C 1.167262 -1.673589 -0.387028 -0.746 1.442 1.929
C 0.673615 -0.672439 0.667928 0.099 -1.165 0.759
N 0.194115 0.607022 0.209944 -0.924 0.962 -0.012
C -0.923803 0.520756 -0.735961 1.427 -0.071 -2.055
H 1.219144 -3.713913 -0.845497 0.421 0.260 0.579
H 0.650784 -3.367881 0.864328 -0.089 0.589 -0.113
H 1.589926 -1.146186 -1.237818 -0.035 -0.899 -0.472
H 1.462078 -0.468412 1.396166 0.364 0.098 -0.421
H -0.073069 -1.199930 1.291052 0.117 0.237 -0.577
H -0.128145 1.169723 0.990390 0.329 -0.328 0.227
H -1.808223 1.136844 -0.583038 0.023 -0.012 0.769
H -1.168796 -0.537386 -0.893856 -0.263 0.355 -0.049
H -0.508131 0.917783 -1.700882 -0.686 -0.645 0.394
O 0.146381 -0.584939 3.347171 0.241 0.652 0.794
H 1.093930 -0.741699 3.265972 -0.104 -0.346 0.142
H 0.129655 0.383977 3.359862 -0.358 -0.101 0.083
O 0.789712 0.170781 -3.950266 -0.266 0.287 -0.037
H 1.072581 1.053031 -3.663503 0.173 -0.405 0.067
H 1.553619 -0.405177 -3.878102 0.152 0.148 0.067
O -3.745913 -0.940272 -0.183147 0.382 0.157 -0.491
H -3.443429 -0.044455 -0.000002 -0.210 -0.019 0.264
H -3.191027 -1.145540 -0.953301 -0.376 -0.268 0.259
O -0.901593 2.352696 2.393447 -0.789 0.532 -0.343
H -0.936821 3.191660 1.909134 0.569 -0.015 0.163
H -1.850105 2.157826 2.405248 0.149 -0.432 0.342
O 1.950969 2.089457 -1.407580 -0.534 0.086 0.504
H 1.214432 1.848591 -0.778241 0.739 -0.301 -0.526
H 2.723454 1.997614 -0.839333 0.060 0.044 -0.186
```
Forces are in eV/Å.

Molecular weight = 161.2 Da
SMILES string = C=CCNC.O.O.O.O.O
F_max = 2.521 eV Å⁻¹
2S+1 = 1
Highest occupied orbital energy = -8.97 eV
ΔE to the lowest compared entry with this formula, charge and spin = 52.0 kcal/mol

Charge distribution, Mulliken scheme, values in e: atom 1 (C): -0.82, atom 2 (C): -0.02, atom 3 (C): -0.95, atom 4 (N): -0.30, atom 5 (C): -0.62, atom 6 (H): 0.26, atom 7 (H): 0.31, atom 8 (H): 0.28, atom 9 (H): 0.41, atom 10 (H): 0.47, atom 11 (H): 0.36, atom 12 (H): 0.36, atom 13 (H): 0.18, atom 14 (H): 0.08, atom 15 (O): -0.64, atom 16 (H): 0.34, atom 17 (H): 0.32, atom 18 (O): -0.64, atom 19 (H): 0.32, atom 20 (H): 0.30, atom 21 (O): -0.63, atom 22 (H): 0.35, atom 23 (H): 0.35, atom 24 (O): -0.67, atom 25 (H): 0.30, atom 26 (H): 0.33, atom 27 (O): -0.69, atom 28 (H): 0.40, atom 29 (H): 0.28

***

(2)
Below is the molecule C2H6Se in a non-equilibrium geometry, with properties calculated with wB97M-V/def2-TZVPD.

Geometry as XYZ:
```
9
Properties=species:S:1:pos:R:3:forces:R:3
C -0.897762 -0.413150 -0.136971 -0.875 -0.494 -0.528
C 0.174372 0.617533 -0.211138 1.224 2.637 1.874
Se 2.103564 -0.145972 -0.042710 -1.331 0.767 -0.738
H -1.768129 -0.129534 0.541863 1.220 -0.451 -0.874
H -1.243253 -0.508311 -1.179900 -0.380 -0.498 0.555
H -0.411707 -1.350227 0.150684 -0.725 -0.061 0.150
H 0.073971 1.323189 0.700413 0.465 -0.999 -1.508
H 0.089171 1.287342 -1.112199 0.545 -0.865 0.834
H 1.879773 -0.680871 1.289955 -0.145 -0.035 0.236
```
Forces are in eV/Å.

Molecular weight = 109.0 Da
SMILES string = CC[SeH]
F_max = 3.459 eV Å⁻¹
2S+1 = 1
Highest occupied orbital energy = -8.77 eV
ΔE to the lowest compared entry with this formula, charge and spin = 0.5 kcal/mol

Charge distribution, Mulliken scheme, values in e: atom 1 (C): -0.70, atom 2 (C): -0.64, atom 3 (Se): -0.14, atom 4 (H): 0.25, atom 5 (H): 0.21, atom 6 (H): 0.29, atom 7 (H): 0.27, atom 8 (H): 0.38, atom 9 (H): 0.09

***

Calculated Kohn-Sham gap in order - 9.00; 9.63 eV